(1)
Entry from the OMol25 dataset: a cluster of 4 separate species, C4H15NO3 in total in a non-equilibrium geometry (ωB97M-V/def2-TZVPD).

Structure (ORCA input):
```
! RIJCOSX wB97M-V def2-TZVPD def2/J DEFGRID3
* xyz 0 1
C 0.5927 0.1707 -1.2254
C 0.0161 -0.2579 -0.1036
C -1.4548 -0.3398 0.0781
N 0.8698 -1.0163 0.7570
C 0.3923 -1.6925 1.9632
H 0.0040 0.7454 -1.9506
H 1.6047 0.0925 -1.5981
H -1.8729 0.0956 0.9913
H -1.9222 -1.3398 -0.0183
H -1.9216 0.2795 -0.7450
H 1.8263 -0.7368 0.8629
H -0.6011 -2.0693 1.7025
H 0.2926 -1.0022 2.8126
H 1.0332 -2.5710 2.1872
O -1.7028 2.6284 -0.9599
H -1.2183 2.7361 -0.1143
H -2.2384 3.4271 -0.8500
O 0.5093 2.9408 0.5473
H 0.9182 3.4436 1.2549
H 1.1688 2.4510 0.0443
O 1.0931 -2.4917 -2.1574
H 0.9821 -2.2113 -1.2405
H 1.6291 -3.2822 -2.2384
*
```

Computed properties:
SMILES = C=C(C)NC.O.O.O
Relative energy (zero: lowest compared OMol25 entry of this formula, charge and spin) = 34.59 kcal per mole
E_HOMO = -0.2868 Ha
Frontier orbital gap = 8.3 eV

=====

(2)
Entry from the OMol25 dataset: a structure of composition C22H18N6OPbS in a non-equilibrium geometry (ωB97M-V/def2-TZVPD).

Structure (ORCA input):
```
! RIJCOSX wB97M-V def2-TZVPD def2/J DEFGRID3
* xyz 2 1
Pb -2.4238 1.6723 -0.8777
N 2.9930 0.3952 -0.9812
C 1.8675 -0.0274 -0.4616
S 0.1420 0.1811 -1.0285
N 1.6313 -0.7558 0.5837
N 0.2735 -0.7963 0.5246
C -0.4729 -1.4544 1.3596
C 0.2655 -2.2056 2.3911
C 1.1412 -1.5212 3.2366
C 1.8888 -2.2114 4.1699
C 1.7977 -3.5930 4.2530
C 0.9486 -4.2805 3.3988
C 0.1754 -3.5987 2.4762
C -1.9318 -1.4612 1.3180
C -2.6235 -2.2242 2.2704
C -4.0058 -2.3078 2.2235
C -4.6706 -1.6268 1.2174
C -3.9229 -0.8346 0.3573
N -2.6003 -0.7185 0.4103
H 2.9969 0.9041 -1.8594
H 3.8677 0.0617 -0.5950
H 1.2032 -0.4464 3.1740
H 2.5439 -1.6667 4.8301
H 2.3977 -4.1315 4.9690
H 0.8976 -5.3575 3.4404
H -0.4601 -4.1429 1.7933
H -2.0822 -2.7319 3.0513
H -4.5514 -2.8889 2.9510
H -5.7423 -1.6726 1.1138
H -4.4331 -0.2559 -0.4053
O -1.5916 1.2947 -2.8918
C -0.3493 1.3512 -3.2568
C 0.1006 0.5058 -4.3062
C 1.3912 0.5288 -4.7599
C 2.3193 1.4147 -4.1968
C 1.9330 2.2558 -3.1816
C 0.6159 2.2445 -2.6683
C 0.2617 3.2745 -1.7101
N -0.7007 3.2284 -0.7793
C -0.6173 4.3891 -0.0586
C 0.3979 5.1476 -0.5518
N 0.9387 4.4360 -1.5806
H -0.6385 -0.1368 -4.7549
H 1.6908 -0.1270 -5.5628
H 3.3275 1.4665 -4.5744
H 2.6523 2.9560 -2.7765
H -1.2795 4.5830 0.7590
H 0.7748 6.1059 -0.2565
H 1.6624 4.7790 -2.1966
*
```

Computed properties:
Relative energy (zero: lowest compared OMol25 entry of this formula, charge and spin) = 26.36 kcal per mole
E_HOMO = -0.5208 Ha
Frontier orbital gap = 7.3 eV

=====

no.,E_tot (eV)
1,-12022.7185
2,-50162.0146